# 1
Formula: C3H4ClF2NO4
Source: the Open Molecules 2025 dataset
Level of theory: ωB97M-V/def2-TZVPD

Last column: natural (NBO) charge in e.
Geometry (Å):
1 H 1.7819 0.2343 -1.7981  0.199
2 C 0.3258 -1.3413 0.7092  0.831
3 O 1.5561 1.0167 0.2318  -0.689
4 C 0.2003 -0.6964 -0.6610  -0.072
5 H 1.0161 1.7985 0.4364  0.480
6 N -2.0909 1.6007 -0.0343  0.530
7 F -0.2635 -2.5680 0.6596  -0.344
8 O -1.6742 1.9074 -1.0947  -0.279
9 F 1.6283 -1.6194 0.9470  -0.336
10 O -3.0218 1.4814 0.6847  -0.247
11 O -0.1943 -0.6407 1.7658  -0.675
12 Cl -0.6120 -1.6476 -1.8638  0.063
13 H -0.0889 -1.3083 2.4637  0.487
14 H 0.4478 1.3298 -1.5478  0.214
15 C 0.9893 0.4528 -0.8984  -0.162

Atomic forces in eV per Å
H -1.0 0.1 2.2
C -0.5 -0.1 -0.8
O 0.0 0.5 0.3
C -1.6 -1.9 1.2
H 0.4 -0.4 0.2
N 2.4 -1.1 2.2
F -0.3 -0.3 0.3
O -1.8 0.6 -0.7
F 0.7 -0.1 0.2
O -0.8 0.6 -1.5
O 0.2 -0.7 -0.5
Cl 0.7 1.1 0.4
H -0.3 0.5 0.5
H 0.6 -2.1 1.5
C 1.2 3.3 -5.5

Properties
calculated total energy = -1132.14317 Eh
orbital gap (alpha / beta) = 9.202 / 7.494 eV
energy above the lowest of the compared OMol25 structures with the same formula, charge and spin = 67.09 kcal per mole
HOMO level (alpha / beta) = -9.78 / -8.41 eV
largest force on an atom = 0.12683 hartree/bohr

# 2
Formula: C10H9N4O5Rh
Source: the Open Molecules 2025 dataset
Level of theory: ωB97M-V/def2-TZVPD

Last column: natural (NBO) charge in e.
Geometry (Å):
1 H 2.7504 1.6243 0.2326  0.217
2 N -1.5491 -1.0492 -1.2603  -0.348
3 C 1.2919 1.5758 -1.9005  0.775
4 H 3.0820 -0.8461 -0.1748  0.499
5 H 0.0312 2.1384 2.3550  0.212
6 N 0.7126 1.3081 0.5320  -0.400
7 H 1.8893 -0.4124 2.3542  0.213
8 C -4.5742 -2.6390 -1.4013  0.235
9 C -3.2689 -2.8003 -1.8805  -0.235
10 Rh 0.3045 -0.8900 -0.4799  1.306
11 O -0.5280 -0.9300 1.5619  -0.767
12 C -2.3050 -1.8941 -1.5479  0.363
13 H -0.5089 2.2438 -0.8967  0.224
14 C 2.0881 1.3080 1.0427  -0.258
15 N -2.7914 -4.7965 -3.3902  -0.172
16 H 3.5664 0.0062 1.9189  0.189
17 C 0.5459 2.1729 -0.6195  -0.356
18 C 2.5387 -0.0702 1.5455  -0.081
19 C -0.2878 1.4658 1.5536  -0.369
20 H -1.2272 1.8195 1.1266  0.224
21 O -1.1170 0.1896 3.4003  -0.634
22 C -0.6953 0.0748 2.2795  0.786
23 H 0.9479 3.1774 -0.4471  0.214
24 O 1.4716 0.3310 -1.8384  -0.777
25 H 2.1838 2.0267 1.8669  0.214
26 O 2.4703 -1.0690 0.5441  -0.723
27 C -2.9923 -3.8975 -2.7037  0.235
28 N -5.6492 -2.5228 -1.0147  -0.166
29 O 1.6195 2.3547 -2.7584  -0.621

Atomic forces in eV per Å
H 0.0 0.0 0.1
N -0.9 -1.1 -0.4
C -0.9 2.3 1.6
H -0.1 0.0 0.1
H 0.0 0.1 -0.2
N -0.2 -0.8 -0.5
H 0.2 0.0 -0.1
C -0.2 0.1 0.1
C -0.4 -0.4 -0.1
Rh 1.5 1.6 1.4
O 0.4 -2.2 -1.8
C 0.9 1.6 0.3
H 0.1 0.0 0.2
C 0.2 -0.4 0.0
N 0.1 -0.3 -0.2
H -0.2 0.0 0.0
C 0.6 0.0 -1.3
C -0.1 0.7 0.5
C -0.7 -1.1 1.2
H 0.1 0.1 -0.1
O -0.4 -0.5 0.8
C 0.6 3.4 -0.2
H -0.1 0.0 0.0
O -0.1 -2.5 0.1
H 0.0 0.0 -0.1
O -0.3 -0.3 -0.7
C 0.2 -0.2 -0.2
N -0.4 0.1 0.2
O 0.2 0.1 -0.6

Properties
2S+1 = 5
calculated total energy = -1092.07942 Eh
orbital gap (alpha / beta) = 8.750 / 4.586 eV
HOMO level (alpha / beta) = -9.28 / -9.30 eV
largest force on an atom = 0.06779 hartree/bohr

# 3
Formula: C32H29BN15Pb
Source: the Open Molecules 2025 dataset
Level of theory: ωB97M-V/def2-TZVPD

Last column: Mulliken charge in e.
Geometry (Å):
1 H -4.9726 3.1936 1.4664  0.379
2 C -1.0147 3.5991 -2.8465  -0.457
3 H -5.1126 1.4331 1.5091  0.153
4 H -0.3893 4.3637 -4.7471  0.360
5 N -1.7435 -2.0874 0.3915  -0.458
6 H -2.7221 -0.0716 4.7879  0.221
7 H 5.5051 -1.2018 3.6279  0.365
8 H -2.6674 -1.7634 4.3020  0.242
9 N 0.4773 1.3215 -5.2637  -0.602
10 C -4.4355 2.2691 1.6740  -1.372
11 H -3.0399 -5.0175 -1.9762  0.323
12 C 3.4268 -0.8263 3.2769  -1.279
13 N 2.0764 1.4620 0.6698  -0.534
14 H 6.2725 0.2343 1.7671  0.315
15 H -1.6014 -6.6263 -3.1599  0.370
16 H -5.5372 -0.5997 0.7171  0.130
17 N -1.0914 -0.2715 2.4714  -0.085
18 C 1.7681 1.2317 -3.5926  0.090
19 H -1.6784 -1.2057 5.6578  0.398
20 N 4.2436 1.7813 -1.1114  -0.727
21 H 0.8395 -6.6495 -2.7487  0.378
22 N 0.1047 -0.0991 1.8706  0.396
23 C 1.4970 4.3545 -1.9360  -0.797
24 C 0.6080 3.7301 -1.0751  0.190
25 C 3.0579 1.3768 -1.4413  0.029
26 C 0.7538 -5.0603 -1.3058  -0.849
27 C -3.6775 -3.1729 0.0506  -1.448
28 Pb 0.1309 -0.2356 -1.1107  1.244
29 C -3.9308 -2.0204 0.7640  0.867
30 C -1.1644 -5.9398 -2.4452  -0.636
31 H 1.1326 1.4346 1.0295  0.702
32 B -2.4143 -0.0812 1.7133  -0.914
33 C -3.2324 2.2007 0.7916  0.996
34 C -5.2335 -1.4929 1.2650  -1.361
35 H -3.2963 0.1183 2.4999  -0.261
36 C -0.6494 3.3431 -1.5295  0.320
37 H 2.4883 4.6119 -1.5846  0.328
38 C 4.2895 0.8152 1.1895  0.787
39 N 1.7434 1.5804 -4.8693  -0.432
40 C -2.7977 3.1554 -0.1082  -1.425
41 C 5.2130 0.1282 1.9738  -0.887
42 N 0.5861 0.7504 -3.2039  0.534
43 C 0.4334 -0.6887 4.0083  -1.356
44 C -0.0582 -4.1657 -0.6270  -0.217
45 H -4.3980 -3.9160 -0.2488  0.436
46 H -6.0072 -2.2472 1.1268  0.397
47 H -5.1843 -1.2336 2.3233  0.288
48 H 0.3645 -3.4785 0.0954  0.697
49 C -2.0639 -0.9340 4.6761  -1.485
50 H -1.9794 3.2652 -3.2090  0.381
51 N -0.2071 0.8189 -4.3002  -0.519
52 H 1.8208 -5.0608 -1.1210  0.384
53 C 4.7794 -0.6738 3.0215  -0.814
54 H 3.7369 1.5699 -3.3204  0.309
55 C -1.4340 -4.1406 -0.8565  0.685
56 H -4.1546 2.2604 2.7273  0.225
57 C -1.5875 2.6671 -0.6074  -0.299
58 N 2.9161 1.2528 -2.8303  0.085
59 C -2.2837 -3.1667 -0.1551  0.050
60 C 1.0391 -0.3292 2.7873  0.461
61 H 5.6909 1.8197 0.1876  0.306
62 N -2.3429 1.1845 0.7957  0.474
63 N 1.9994 1.0087 -0.6870  0.051
64 H -3.2623 4.0995 -0.3369  0.502
65 H 0.9099 -0.9221 4.9454  0.462
66 C 2.9224 0.6703 1.4624  0.041
67 H 3.0936 -1.4842 4.0698  0.385
68 C -1.9761 -5.0386 -1.7734  -0.567
69 C 1.1315 4.5951 -3.2527  -0.358
70 C -0.1241 4.2203 -3.7082  -0.607
71 C 0.2041 -5.9527 -2.2168  -0.357
72 C 2.4787 -0.1648 2.4920  0.801
73 H 0.9040 3.5159 -0.0564  0.468
74 H 1.8385 5.0419 -3.9401  0.356
75 N -2.7494 -1.3846 0.9449  0.994
76 C -0.9233 -0.6399 3.7592  0.591
77 N -1.3272 1.4771 -0.0639  0.370
78 N 4.6878 1.7512 0.2360  -0.211

Atomic forces in eV per Å
H 0.0 0.0 0.0
C 0.0 0.0 0.0
H 0.0 0.0 0.0
H 0.0 0.0 0.0
N -0.1 -0.1 0.0
H 0.0 0.0 0.0
H 0.0 0.0 0.0
H 0.0 0.0 0.0
N 0.1 -0.2 -0.1
C 0.0 0.0 0.0
H 0.0 0.0 0.0
C 0.1 0.0 0.0
N 0.1 0.0 0.0
H 0.0 0.0 0.0
H 0.0 0.0 0.0
H 0.0 0.0 0.0
N 0.1 0.0 0.0
C -0.1 -0.1 0.0
H 0.0 0.0 0.0
N -0.1 -0.1 0.0
H 0.0 0.0 0.0
N 0.0 0.0 0.0
C 0.0 0.0 0.0
C 0.0 0.0 0.0
C 0.2 0.0 0.0
C 0.0 0.0 0.0
C 0.0 0.0 0.0
Pb 0.2 -0.2 0.0
C 0.0 0.1 0.0
C 0.0 0.0 0.0
H 0.0 0.0 0.0
B 0.0 0.0 0.0
C 0.0 0.0 0.0
C 0.0 0.0 0.0
H 0.0 0.0 0.0
C 0.0 0.0 0.0
H 0.0 0.0 0.0
C 0.0 0.0 0.0
N -0.1 0.2 0.1
C 0.0 0.0 0.1
C 0.0 0.0 0.0
N 0.0 0.1 0.0
C -0.1 0.0 -0.1
C 0.0 0.0 0.0
H 0.0 0.0 0.0
H 0.0 0.0 0.0
H 0.0 0.0 0.0
H 0.0 0.0 0.0
C 0.0 0.0 0.0
H 0.0 0.0 0.0
N -0.1 0.2 0.1
H 0.0 0.0 0.0
C -0.1 0.0 0.0
H 0.0 0.0 0.0
C 0.0 0.0 0.0
H 0.0 0.0 0.0
C -0.1 0.0 0.1
N 0.0 0.1 -0.1
C 0.0 0.0 0.0
C 0.0 0.0 0.0
H 0.0 0.0 0.0
N -0.1 0.0 0.0
N -0.3 0.0 0.1
H 0.0 0.0 0.0
H 0.0 0.0 0.0
C 0.0 -0.1 0.1
H 0.0 0.0 0.0
C 0.0 0.0 0.0
C 0.0 0.0 0.0
C 0.0 0.0 0.0
C 0.0 0.0 0.0
C 0.0 0.1 -0.1
H 0.0 0.0 0.0
H 0.0 0.0 0.0
N 0.1 0.0 0.0
C 0.1 0.0 0.0
N 0.0 0.1 -0.2
N 0.0 0.0 0.0

Properties
calculated total energy = -2276.04692 Eh
orbital gap = 6.465 eV
charge = -1
HOMO level = -4.17 eV
largest force on an atom = 0.00610 hartree/bohr

Among the records above, which one has the highest largest force on an atom?
C3H4ClF2NO4